No. 1
C16H18N3O2PtSe2 | ωB97M-V with the def2-TZVPD basis set

```
42
Properties=species:S:1:pos:R:3:mulliken_charge:R:1
Pt -0.103 -0.236 -0.205 0.279
O 3.801 0.071 -1.332 -0.610
C 2.608 0.005 -1.201 0.095
N 1.883 -0.103 -0.034 -0.166
C 2.416 -0.159 1.232 0.072
O 3.570 -0.105 1.564 -0.617
C 1.315 -0.314 2.262 0.488
C 1.626 -0.390 3.605 -0.507
C 0.601 -0.525 4.526 -0.329
C -0.708 -0.574 4.069 -1.167
C -0.947 -0.492 2.712 -0.031
N 0.041 -0.369 1.822 0.196
C 1.684 0.050 -2.401 0.450
C 2.200 0.199 -3.670 -0.555
C 1.330 0.248 -4.748 -0.309
C -0.033 0.145 -4.516 -0.920
C -0.482 -0.005 -3.218 0.361
N 0.357 -0.055 -2.181 0.081
H 2.669 -0.340 3.885 0.522
H 0.816 -0.589 5.584 0.450
H -1.540 -0.675 4.752 0.450
H -1.947 -0.523 2.305 0.655
H 3.273 0.274 -3.774 0.494
H 1.708 0.367 -5.754 0.458
H -0.748 0.182 -5.324 0.428
H -1.537 -0.086 -2.993 0.259
C -2.622 -2.965 0.830 -0.995
Se -2.107 -1.927 -0.729 0.106
C -3.701 -0.798 -0.838 -0.960
C -3.698 0.404 0.086 -0.580
Se -2.193 1.576 -0.330 0.109
C -2.225 2.659 1.279 -0.908
H -3.359 -3.701 0.522 0.375
H -3.034 -2.325 1.607 0.327
H -1.731 -3.465 1.199 0.342
H -4.552 -1.446 -0.632 0.519
H -3.781 -0.487 -1.880 0.401
H -3.633 0.115 1.135 0.274
H -4.617 0.973 -0.053 0.525
H -3.165 3.200 1.331 0.366
H -1.399 3.361 1.199 0.347
H -2.091 2.035 2.160 0.227
```

Properties
- Net charge: +1
- HOMO-LUMO gap: 7.383 eV
- Electronic energy: -5857.2615 hartree
- Relative energy (zero: lowest compared OMol25 entry of this formula, charge and spin): 33.4 kJ/mol
- M: 637.3 g/mol
- HOMO level: -10.66 eV
- Multiplicity: 1


No. 2
C11H18 | ωB97M-V with the def2-TZVPD basis set

```
29
Properties=species:S:1:pos:R:3:mulliken_charge:R:1
C -0.558 -0.553 -2.146 -1.095
C 0.030 -0.650 -0.815 0.224
C -0.826 -0.875 0.378 0.428
C -2.203 -0.457 0.280 -0.297
C -3.151 -0.765 1.191 -0.798
C -2.693 -1.661 2.154 -0.088
C -1.414 -2.106 2.328 -0.587
C -0.401 -1.523 1.530 -0.169
H -0.277 0.249 -2.797 0.293
H -1.692 -0.582 -2.251 0.307
H -0.131 -1.450 -2.813 0.232
H 0.958 -1.357 -0.688 0.347
H 0.432 0.427 -0.363 -0.151
H -2.731 0.015 -0.592 0.131
H -4.290 -0.524 1.130 0.268
H -3.497 -2.040 2.756 0.304
H -1.268 -3.007 3.176 0.192
H 0.542 -1.406 1.993 0.425
C 3.380 1.748 0.015 -1.025
C 2.963 2.864 -0.961 -0.017
C 2.811 2.508 -2.398 -1.117
H 2.748 0.861 -0.059 0.171
H 4.460 1.516 -0.033 0.351
H 3.204 1.974 1.085 0.320
H 1.845 3.078 -0.628 0.146
H 3.665 3.709 -0.694 0.282
H 2.468 1.524 -2.620 0.294
H 2.163 3.164 -3.015 0.314
H 3.781 2.668 -2.923 0.315
```

Properties
- HOMO-LUMO gap: 9.290 eV
- SMILES: CCc1ccccc1.CCC
- Electronic energy: -429.8093 hartree
- Relative energy (zero: lowest compared OMol25 entry of this formula, charge and spin): 344.8 kJ/mol
- M: 150.3 g/mol
- HOMO level: -8.40 eV
- Multiplicity: 1


No. 3
C45H66FNOsP3Si | ωB97M-V with the def2-TZVPD basis set

```
118
Properties=species:S:1:pos:R:3:mulliken_spin:R:1
Os 0.554 0.181 -0.104 2.243
C -1.061 2.958 -3.463 0.014
C -2.180 2.258 -2.692 0.017
C -2.416 0.865 -3.273 0.009
P -1.904 2.174 -0.846 0.297
C -2.336 3.905 -0.302 0.048
C -1.230 4.910 -0.650 0.002
C -2.643 3.976 1.194 0.018
C -3.385 1.210 -0.358 -0.138
C -4.652 1.792 -0.341 0.002
C -5.768 1.071 0.051 0.000
C -5.627 -0.252 0.441 0.005
C -4.374 -0.844 0.409 0.026
C -3.238 -0.138 -0.003 0.117
Si -1.611 -1.102 -0.142 0.120
C -1.673 -2.167 -1.696 -0.009
C -2.887 -2.602 -2.231 0.024
C -2.924 -3.420 -3.350 0.001
C -1.742 -3.818 -3.959 0.004
C -0.528 -3.393 -3.446 -0.004
C -0.485 -2.569 -2.321 -0.009
P 1.088 -1.963 -1.637 0.330
C 1.928 -3.450 -0.904 0.012
C 1.419 -3.716 0.510 -0.005
C 1.819 -4.738 -1.722 0.010
C 2.146 -1.331 -3.041 0.054
C 3.262 -2.253 -3.530 0.012
C 1.325 -0.831 -4.231 0.001
C -1.562 -2.248 1.347 0.033
C -2.343 -3.404 1.410 -0.003
C -2.421 -4.154 2.571 0.001
C -1.732 -3.740 3.702 0.000
C -0.928 -2.613 3.652 -0.005
C -0.810 -1.879 2.469 -0.102
P 0.312 -0.439 2.311 0.577
C -0.410 0.871 3.391 -0.124
C -1.826 1.181 2.915 0.025
C -0.417 0.540 4.883 0.004
C 1.982 -0.900 3.004 -0.015
C 2.062 -1.947 4.116 0.005
C 2.796 0.343 3.369 0.010
H -1.266 2.878 -4.533 0.001
H -0.098 2.487 -3.271 -0.001
H -0.980 4.017 -3.231 0.001
H -3.105 2.838 -2.802 0.005
H -1.538 0.231 -3.134 -0.002
H -2.597 0.948 -4.347 0.001
H -3.275 0.365 -2.828 -0.002
H -3.236 4.189 -0.856 0.012
H -0.235 4.561 -0.364 -0.003
H -1.412 5.842 -0.111 0.001
H -1.207 5.153 -1.709 0.000
H -1.751 3.770 1.788 -0.008
H -3.423 3.281 1.502 0.000
H -2.972 4.986 1.445 0.000
H -4.777 2.829 -0.628 0.001
H -6.741 1.545 0.064 0.000
H -6.487 -0.821 0.768 0.000
H -4.286 -1.878 0.721 0.002
H -3.820 -2.282 -1.781 -0.001
H -3.875 -3.741 -3.754 0.000
H -1.766 -4.450 -4.836 0.000
H 0.388 -3.701 -3.933 0.004
H 2.980 -3.159 -0.851 -0.003
H 0.369 -4.014 0.500 0.001
H 1.506 -2.842 1.155 -0.007
H 1.993 -4.529 0.961 0.001
H 0.785 -5.081 -1.768 0.001
H 2.405 -5.516 -1.231 0.002
H 2.194 -4.636 -2.737 -0.003
H 2.616 -0.460 -2.574 0.016
H 2.871 -3.097 -4.100 0.000
H 3.894 -2.634 -2.729 0.000
H 3.903 -1.683 -4.205 0.000
H 0.946 -1.658 -4.831 0.001
H 1.975 -0.232 -4.871 -0.001
H 0.487 -0.208 -3.928 0.006
H -2.891 -3.727 0.532 -0.001
H -3.024 -5.052 2.601 0.000
H -1.806 -4.303 4.623 0.000
H -0.391 -2.324 4.540 0.000
H 0.226 1.746 3.223 -0.007
H -2.481 0.318 3.050 0.000
H -1.848 1.460 1.863 -0.060
H -2.236 2.009 3.496 0.002
H -1.095 -0.286 5.098 0.000
H -0.790 1.408 5.428 0.001
H 0.567 0.300 5.280 -0.001
H 2.471 -1.343 2.138 -0.013
H 1.593 -1.624 5.045 -0.001
H 3.118 -2.116 4.332 0.000
H 1.632 -2.901 3.819 0.000
H 2.360 0.898 4.200 -0.002
H 2.920 1.013 2.522 -0.004
H 3.793 0.023 3.673 0.001
F 0.500 0.822 -1.949 0.168
C 1.380 3.419 1.616 0.130
N 2.063 3.966 0.463 0.000
C 3.287 4.666 0.804 -0.001
C 2.177 3.012 -0.635 0.263
C 3.093 1.814 -0.410 -0.312
C 4.461 2.021 -0.599 -0.049
C 5.389 1.012 -0.406 0.059
C 4.955 -0.251 -0.028 -0.026
C 3.600 -0.477 0.141 0.058
C 2.638 0.528 -0.039 0.337
H 1.521 4.070 2.479 0.003
H 1.745 2.421 1.891 -0.009
H 0.306 3.337 1.423 -0.064
H 3.054 5.472 1.499 0.000
H 3.711 5.114 -0.096 0.000
H 4.056 4.028 1.265 0.000
H 2.538 3.558 -1.510 0.006
H 1.165 2.683 -0.876 -0.128
H 4.802 2.998 -0.921 0.003
H 6.442 1.206 -0.562 0.003
H 5.664 -1.056 0.117 0.000
H 3.285 -1.479 0.403 0.018
```

Properties
- Net charge: +1
- HOMO-LUMO gap (alpha / beta): 7.715 / 6.186 eV
- Electronic energy: -3312.9597 hartree
- Relative energy (zero: lowest compared OMol25 entry of this formula, charge and spin): 0.0 kJ/mol
- M: 951.3 g/mol
- HOMO level (alpha / beta): -9.53 / -10.48 eV
- Multiplicity: 5